# 1
Below is a cluster of 13 separate species, C31H94N20O13 in total in a non-equilibrium geometry, with properties calculated with ωB97M-V with the def2-TZVPD basis set.

```
! wB97M-V def2-TZVPD RIJCOSX def2/J DEFGRID3
* xyz 0 1
C 19.19 -1.45 13.08
O 18.44 -0.87 13.86
N 20.29 -0.86 12.54
N 18.98 -2.73 12.60
H 20.60 0.07 12.78
H 20.87 -1.38 11.91
H 19.75 -3.22 12.18
H 18.38 -3.36 13.10
C 11.38 -3.86 12.62
O 10.96 -3.55 13.73
N 11.83 -2.94 11.71
N 11.48 -5.16 12.18
H 11.59 -1.97 11.88
H 12.39 -3.21 10.92
H 12.01 -5.50 11.40
H 10.95 -5.85 12.69
C 17.49 -6.33 6.19
O 18.16 -7.36 6.39
N 16.82 -6.13 5.02
N 17.10 -5.50 7.21
H 16.29 -5.27 4.88
H 16.90 -6.81 4.30
H 16.97 -4.50 7.07
H 17.31 -5.79 8.15
C 12.68 -1.22 7.46
O 11.95 -0.24 7.57
N 13.15 -1.68 6.27
N 13.02 -2.02 8.54
H 13.17 -0.94 5.58
H 13.57 -2.57 6.10
H 13.96 -2.42 8.54
H 12.50 -1.85 9.38
C 20.43 -3.23 6.11
O 19.92 -3.29 5.00
N 20.03 -3.95 7.21
N 21.38 -2.28 6.42
H 19.27 -4.60 7.06
H 20.63 -4.02 8.01
H 21.78 -2.26 7.34
H 21.90 -1.93 5.63
C 18.21 2.35 12.52
O 19.37 2.15 12.94
N 17.23 1.40 12.53
N 17.82 3.55 11.99
H 16.26 1.60 12.21
H 17.47 0.59 13.09
H 18.44 4.35 12.02
H 16.82 3.61 11.93
C 15.75 2.46 8.04
O 15.17 3.42 7.53
N 16.63 2.67 9.09
N 15.69 1.21 7.50
H 16.84 3.65 9.16
H 17.20 1.89 9.34
H 16.29 0.48 7.91
H 15.21 1.13 6.63
C 23.11 1.59 6.66
C 24.00 1.91 7.86
C 23.53 1.24 9.15
O 22.29 1.84 9.47
C 21.88 1.59 10.81
N 25.37 1.52 7.46
H 22.17 2.15 6.75
H 22.75 0.55 6.70
H 23.39 1.72 5.62
H 23.94 3.00 7.96
H 24.20 1.28 10.01
H 23.30 0.17 8.96
H 22.03 0.51 10.93
H 20.82 1.80 10.89
H 22.49 2.22 11.46
H 25.66 2.35 6.94
H 26.03 1.65 8.23
C 15.92 -8.49 10.70
C 16.26 -7.33 11.67
C 15.94 -5.92 11.12
O 16.68 -5.48 10.00
C 18.11 -5.44 10.18
N 15.57 -7.58 12.96
H 14.85 -8.58 10.52
H 16.26 -9.42 11.16
H 16.46 -8.38 9.76
H 17.34 -7.43 11.77
H 16.11 -5.24 11.98
H 14.90 -5.80 10.84
H 18.39 -4.42 10.51
H 18.60 -5.48 9.21
H 18.60 -6.14 10.86
H 14.59 -7.39 12.72
H 15.77 -6.71 13.46
C 15.98 -2.06 11.45
C 16.23 -1.59 10.03
C 17.64 -1.06 9.81
O 17.71 -0.35 8.58
C 19.02 0.07 8.23
N 15.81 -2.70 9.14
H 16.29 -1.17 12.02
H 16.50 -2.98 11.71
H 14.96 -2.12 11.83
H 15.58 -0.72 9.85
H 18.41 -1.84 9.91
H 17.89 -0.36 10.62
H 19.82 -0.67 8.36
H 19.27 0.88 8.92
H 19.03 0.47 7.22
H 16.34 -3.53 9.41
H 16.26 -2.43 8.25
C 22.29 5.29 9.54
C 21.05 5.01 10.41
C 20.50 6.30 11.00
O 19.21 6.07 11.54
C 18.78 7.12 12.40
N 20.14 4.17 9.65
H 22.79 6.23 9.76
H 21.88 5.48 8.54
H 22.94 4.43 9.42
H 21.42 4.43 11.27
H 20.32 7.05 10.22
H 21.26 6.70 11.68
H 19.15 8.07 12.02
H 19.17 6.99 13.41
H 17.69 7.10 12.48
H 20.59 3.29 9.44
H 19.34 3.83 10.18
C 17.51 -0.77 4.69
C 16.66 -1.84 5.40
C 16.03 -2.82 4.32
O 15.13 -3.77 4.84
C 14.39 -4.34 3.78
N 17.42 -2.55 6.42
H 18.06 -0.14 5.38
H 16.88 -0.16 4.04
H 18.17 -1.31 4.01
H 15.78 -1.34 5.79
H 16.89 -3.20 3.76
H 15.45 -2.15 3.68
H 13.68 -3.64 3.32
H 13.83 -5.20 4.14
H 14.97 -4.66 2.91
H 17.77 -1.85 7.10
H 18.32 -2.73 5.94
C 12.24 2.81 11.36
C 13.25 1.79 11.89
C 12.85 0.41 11.48
O 11.58 -0.01 11.98
C 11.45 0.09 13.39
N 14.65 2.16 11.52
H 12.04 2.72 10.29
H 12.43 3.86 11.58
H 11.28 2.65 11.85
H 13.41 1.94 12.96
H 13.60 -0.35 11.73
H 12.81 0.34 10.39
H 10.42 -0.25 13.55
H 11.44 1.11 13.79
H 12.15 -0.59 13.88
H 14.80 2.18 10.51
H 14.68 3.14 11.79
*
```

Energy above the lowest of the compared OMol25 structures with the same formula, charge and spin   1.415 eV
E_LUMO   -0.61 eV

# 2
Below is a cluster of 16 separate species, C31H94O23 in total in a non-equilibrium geometry, with properties calculated with ωB97M-V with the def2-TZVPD basis set.

```
! wB97M-V def2-TZVPD RIJCOSX def2/J DEFGRID3
* xyz 0 1
C -0.62 6.01 5.63
O -0.25 5.01 4.66
C -0.14 3.69 5.22
C 0.74 2.73 4.33
O 1.97 3.24 3.87
C 2.06 4.32 2.89
H 0.27 5.99 6.26
H -1.48 5.79 6.26
H -0.83 6.96 5.15
H -1.12 3.27 5.43
H 0.41 3.67 6.17
H 0.13 2.30 3.53
H 0.97 1.92 5.03
H 1.66 4.00 1.93
H 3.14 4.44 2.83
H 1.70 5.31 3.17
C 0.48 7.73 -5.57
O 0.32 8.04 -4.20
C -1.05 8.04 -3.81
C -1.17 8.34 -2.30
O -0.54 9.56 -1.86
C -0.74 9.94 -0.46
H 0.21 6.69 -5.79
H 1.50 7.87 -5.90
H -0.13 8.34 -6.23
H -1.42 7.03 -3.94
H -1.72 8.76 -4.30
H -0.83 7.44 -1.79
H -2.20 8.42 -1.94
H -0.28 9.25 0.25
H -1.80 10.02 -0.24
H -0.34 10.93 -0.23
C 3.72 -8.31 3.89
O 3.70 -7.42 2.79
C 4.75 -7.54 1.92
C 4.56 -8.81 1.03
O 3.42 -8.87 0.25
C 3.48 -8.20 -0.95
H 4.75 -8.57 4.12
H 3.27 -9.29 3.75
H 3.29 -7.79 4.75
H 5.66 -7.52 2.53
H 4.83 -6.63 1.32
H 4.53 -9.70 1.66
H 5.46 -8.92 0.43
H 4.33 -8.51 -1.56
H 3.42 -7.11 -0.98
H 2.55 -8.55 -1.40
C 6.71 -1.11 -0.21
O 7.22 -2.08 -1.06
C 8.56 -2.46 -0.78
C 9.28 -2.98 -2.03
O 8.94 -2.39 -3.30
C 9.45 -1.16 -3.66
H 5.64 -0.99 -0.35
H 7.20 -0.15 -0.39
H 6.95 -1.30 0.84
H 8.62 -3.17 0.04
H 9.10 -1.54 -0.56
H 9.08 -4.05 -2.13
H 10.36 -2.94 -1.86
H 10.41 -1.24 -4.16
H 9.49 -0.41 -2.88
H 8.76 -0.74 -4.40
C -0.94 1.26 -1.97
O -1.42 0.51 -3.10
C -0.55 -0.57 -3.47
C -0.59 -1.73 -2.44
O -0.21 -1.54 -1.10
C 0.39 -2.60 -0.32
H 0.03 1.74 -2.11
H -0.85 0.69 -1.05
H -1.63 2.06 -1.69
H 0.50 -0.28 -3.53
H -0.82 -0.91 -4.47
H 0.18 -2.40 -2.84
H -1.54 -2.27 -2.50
H 0.88 -3.50 -0.70
H -0.44 -3.00 0.26
H 1.04 -2.20 0.46
C -5.29 5.27 1.60
O -6.63 4.84 1.12
C -7.58 5.83 1.30
C -8.92 5.85 0.47
O -9.70 4.69 0.78
C -10.69 4.35 -0.17
H -5.48 5.09 2.66
H -4.95 6.28 1.36
H -4.47 4.62 1.30
H -7.18 6.83 1.17
H -8.02 5.60 2.27
H -8.76 5.81 -0.61
H -9.59 6.71 0.57
H -11.35 3.68 0.39
H -10.32 3.75 -1.00
H -11.25 5.19 -0.59
C -2.78 -1.79 5.31
O -3.16 -1.05 4.12
C -4.57 -0.99 4.02
C -4.72 -0.77 2.53
O -6.07 -1.09 2.03
C -6.02 -0.99 0.63
H -3.15 -1.53 6.30
H -1.70 -1.66 5.22
H -2.93 -2.85 5.14
H -5.05 -0.14 4.49
H -5.05 -1.94 4.25
H -4.02 -1.34 1.93
H -4.31 0.24 2.41
H -5.35 -1.72 0.19
H -5.66 0.04 0.58
H -7.05 -0.91 0.26
O -0.92 -5.66 -7.37
H -1.02 -5.95 -6.47
H -1.75 -5.90 -7.80
O -1.49 -8.08 4.36
H -2.41 -7.91 4.16
H -1.04 -7.25 4.17
O 4.97 -2.36 -3.92
H 5.80 -2.46 -3.45
H 4.35 -2.06 -3.26
O -5.12 -5.15 -4.10
H -5.72 -4.65 -4.67
H -5.06 -6.01 -4.52
O -5.68 1.00 -4.39
H -4.83 0.60 -4.19
H -5.47 1.71 -5.00
O -5.72 5.13 -2.62
H -6.26 4.52 -3.12
H -5.63 4.71 -1.76
C 5.19 2.19 -4.26
O 5.17 1.47 -5.40
H 5.63 3.14 -4.56
H 4.20 2.42 -3.85
H 5.92 1.74 -3.60
H 5.18 0.55 -5.11
C -2.34 -7.31 -0.73
O -3.65 -7.04 -0.71
H -1.96 -7.53 0.27
H -2.22 -8.24 -1.29
H -1.89 -6.40 -1.11
H -3.82 -6.40 -1.40
C 5.51 -3.29 5.57
O 6.80 -2.85 5.21
H 5.13 -3.52 4.58
H 5.60 -4.15 6.23
H 4.89 -2.61 6.16
H 7.03 -2.16 5.83
*
```

E_LUMO   -0.04 eV